Record 1
Formula: C4H15N2O
Source: the Open Molecules 2025 dataset
Level of theory: the ωB97M-V functional and the def2-TZVPD basis

Results
E_LUMO = -4.6 eV
Maximum force = 0.0641 Eh/bohr
HOMO energy = -13.57 eV
Frontier orbital gap = 8.99 eV
Energy relative to the best compared isomer or geometry (same formula, charge and spin) = 5.338 eV
Charge = +1

```
22
Properties=species:S:1:pos:R:3:forces:R:3:nbo_charge:R:1
N 2.35045 0.35323 -1.32920 -2.4 1.1 -2.0 -0.8160
C 0.95730 -0.12799 -1.94580 0.3 0.9 -0.3 -0.2515
C -0.16443 0.71938 -1.29957 -2.1 0.7 -0.4 -0.2609
N -0.57818 0.22518 0.02154 0.4 0.7 1.8 -0.6664
C -1.75788 -0.59750 0.44421 -0.5 0.2 0.6 -0.2244
C -1.91116 -0.78318 2.03969 -1.5 0.9 -2.2 -0.6254
H 3.10162 -0.30739 -1.69824 -1.1 0.7 1.6 0.4374
H 2.60255 1.25593 -1.85831 -0.6 -1.5 1.2 0.4079
H 1.49532 0.85113 0.09963 2.4 -1.5 -0.1 0.5058
H 0.77222 -1.14160 -1.65194 0.3 -0.6 0.4 0.2202
H 0.90102 -0.16345 -3.06567 0.5 0.6 1.0 0.2366
H 0.22098 1.76865 -1.05557 -0.4 -1.1 -0.8 0.2161
H -1.15463 0.83436 -1.88271 2.0 -0.1 0.0 0.2410
H -0.63863 1.03627 0.60141 -0.1 0.6 0.4 0.3742
H -2.78421 -0.36824 0.05880 0.9 1.2 0.2 0.2049
H -1.61497 -1.46040 -0.11822 0.4 -2.4 -0.1 0.1953
H -1.87883 0.15251 2.59807 -0.1 0.3 -0.4 0.2200
H -1.27066 -1.43052 2.54372 1.6 -1.2 0.3 0.2146
H -2.90918 -1.22305 2.21707 0.3 0.4 -0.3 0.2405
H 1.95396 0.04795 2.33986 1.0 -0.2 0.3 0.5198
H 0.91069 -0.13744 1.22964 -1.8 -1.9 -0.5 0.5080
O 1.39667 0.49619 1.71158 0.5 2.3 -0.8 -0.8976
```
Positions in Å, forces in eV/Å.



Record 2
Formula: C4H7P3
Source: the Open Molecules 2025 dataset
Level of theory: the ωB97M-V functional and the def2-TZVPD basis

Results
E_LUMO (alpha / beta) = -1.4 / -1.4 eV
Maximum force = 0.0610 Eh/bohr
HOMO energy (alpha / beta) = -7.18 / -7.18 eV
Frontier orbital gap (alpha / beta) = 5.80 / 5.76 eV
Energy relative to the best compared isomer or geometry (same formula, charge and spin) = 4.403 eV

```
14
Properties=species:S:1:pos:R:3:forces:R:3:nbo_charge:R:1
C 0.13405 1.78501 0.33708 1.5 0.4 1.6 -0.6399
C 0.22064 0.72289 -0.33677 -0.4 -1.6 -0.5 0.3471
C -1.19120 -1.07505 -1.31736 1.1 -1.9 1.0 -0.6127
C 0.04846 -0.18146 -1.46320 -1.2 -0.6 0.0 -0.5553
P 0.82547 2.11758 2.01817 -0.2 -0.1 0.8 0.0349
P 1.20667 -1.62111 1.66968 -0.3 1.2 -0.6 -0.2399
P 1.27116 0.12006 2.60916 -0.5 -0.3 -0.3 0.1285
H -0.00421 2.74979 -0.12385 -0.4 0.3 -0.4 0.3062
H -1.17842 -1.78675 -0.48777 1.0 0.2 0.4 0.2275
H -1.41332 -1.76799 -2.09252 0.4 -0.1 -1.5 0.2182
H -2.08855 -0.64708 -1.08380 -2.2 2.2 0.2 0.2135
H -0.15138 0.43511 -2.41247 1.1 -0.8 1.1 0.2617
H 0.90804 -0.85959 -1.35657 0.1 0.5 -1.3 0.2829
H 1.41258 0.00859 4.04021 0.1 0.6 -0.7 0.0272
```
Positions in Å, forces in eV/Å.



Record 3
Formula: CH12N2O4
Source: the Open Molecules 2025 dataset
Level of theory: the ωB97M-V functional and the def2-TZVPD basis

Results
E_LUMO = 0.6 eV
Maximum force = 0.0946 Eh/bohr
HOMO energy = -9.22 eV
Frontier orbital gap = 9.81 eV
Energy relative to the best compared isomer or geometry (same formula, charge and spin) = 2.597 eV

```
19
Properties=species:S:1:pos:R:3:forces:R:3:nbo_charge:R:1
N 1.04991 -0.31676 -1.36658 -3.8 2.3 0.2 -0.8035
C 1.27103 -0.67314 -2.66341 1.3 2.8 -3.7 0.2897
N 0.59455 -0.23661 -3.71842 1.1 -0.6 2.7 -0.7437
H 0.43900 0.58639 -1.26106 1.2 -2.6 -0.4 0.3866
H 1.89837 -0.15496 -0.90834 1.3 -0.1 0.9 0.3786
H 2.34812 -0.97976 -2.68927 -0.8 -0.7 -0.7 0.1329
H 1.09876 -0.17449 -4.62218 -0.2 -1.1 1.0 0.3594
H -1.79727 4.82911 2.17743 -1.7 -0.1 2.9 0.4616
H -1.99508 4.61190 0.71177 -0.3 0.1 -0.1 0.4750
O -1.35588 4.84914 1.38438 1.9 0.0 -2.8 -0.9370
H -1.24836 -4.70085 4.54465 0.5 0.6 -0.3 0.4789
H -0.31460 -3.56758 3.97669 0.1 2.4 0.5 0.4711
O -0.52783 -4.46142 3.93915 -0.6 -3.0 -0.2 -0.9499
H 3.56178 -5.22694 0.87262 -0.6 1.2 1.6 0.4785
H 2.66447 -4.56230 2.05004 0.0 -0.4 -0.4 0.4798
O 3.52115 -4.54990 1.60925 0.5 -0.8 -1.2 -0.9584
H -4.58713 5.29826 -1.28077 -2.6 1.1 -1.2 0.4665
H -3.45388 4.43613 -1.35376 0.2 0.3 0.6 0.4645
O -3.85639 5.10186 -0.76308 2.4 -1.5 0.5 -0.9305
```
Positions in Å, forces in eV/Å.



Record 4
Formula: C3H4N2O3S
Source: the Open Molecules 2025 dataset
Level of theory: the ωB97M-V functional and the def2-TZVPD basis

Results
E_LUMO = -1.7 eV
Maximum force = 0.0998 Eh/bohr
HOMO energy = -10.59 eV
Frontier orbital gap = 8.90 eV
Energy relative to the best compared isomer or geometry (same formula, charge and spin) = 3.974 eV

```
13
Properties=species:S:1:pos:R:3:forces:R:3:nbo_charge:R:1
C 0.46550 -0.06051 -0.57401 -1.0 -0.6 5.0 0.3299
C 1.43877 0.21950 0.35996 -1.1 1.0 -4.7 -0.0782
C 1.22434 0.20981 1.78170 -0.4 -0.1 0.5 -0.6810
N 0.25191 0.25937 -1.85557 3.8 0.3 -0.1 -0.1130
N -0.80489 0.02240 -2.36753 -2.1 0.3 -1.3 -0.3127
O -2.45725 -1.72123 -1.57937 0.1 0.2 -0.3 -0.8949
O -2.79168 0.64494 -0.91117 0.4 -0.1 -0.7 -0.8955
O -0.98386 -0.66145 0.10232 2.8 1.5 -3.2 -0.7387
S -1.92586 -0.45447 -1.20682 -2.0 -1.3 2.9 2.3685
H 2.27695 0.82730 -0.09242 -0.7 -1.1 0.5 0.2506
H 1.01081 -0.74653 2.22591 0.4 -0.6 0.1 0.2638
H 0.27189 0.70050 1.88134 -0.4 0.6 0.5 0.2655
H 2.02338 0.76036 2.23566 0.2 0.0 0.7 0.2357
```
Positions in Å, forces in eV/Å.



Record 5
Formula: C6H14NS
Source: the Open Molecules 2025 dataset
Level of theory: the ωB97M-V functional and the def2-TZVPD basis

Results
E_LUMO = 3.8 eV
Maximum force = 0.0076 Eh/bohr
HOMO energy = -2.68 eV
Frontier orbital gap = 6.50 eV
Energy relative to the best compared isomer or geometry (same formula, charge and spin) = 0.475 eV
Charge = -1

```
22
Properties=species:S:1:pos:R:3:forces:R:3:nbo_charge:R:1
N 2.21529 -0.82624 -0.54407 0.1 -0.1 0.2 -0.8664
C 2.73610 0.38829 0.08234 -0.2 0.3 0.0 -0.2588
C 2.96658 0.52533 2.55933 0.0 0.1 -0.1 -0.4480
C 2.20539 0.54533 1.47761 0.0 -0.1 -0.1 -0.1355
H 2.69641 -0.96790 -1.42400 -0.2 0.0 -0.1 0.3362
H 1.22372 -0.65226 -0.73946 0.0 0.0 -0.1 0.4050
H 2.46098 1.29074 -0.48668 0.0 0.0 0.0 0.1860
H 3.82629 0.34685 0.12161 0.1 -0.1 0.0 0.1620
H 2.51821 0.64519 3.53643 0.2 0.0 0.1 0.1852
H 4.04059 0.38903 2.46824 0.0 0.0 0.2 0.1731
H 1.13282 0.67736 1.58046 -0.1 0.0 -0.2 0.2248
C -2.67461 -1.43290 0.50383 -0.1 -0.2 -0.3 -0.6140
C -3.17157 -0.55821 -0.63989 0.2 0.2 -0.1 -0.4040
C -2.05206 -0.11361 -1.59094 0.0 0.0 0.0 -0.5105
S -0.74766 0.90183 -0.81684 -0.1 0.0 0.0 -0.7279
H -2.17451 -2.31731 0.09456 0.1 0.0 0.1 0.1859
H -3.49883 -1.78608 1.12964 0.0 0.1 0.1 0.1779
H -1.95056 -0.88014 1.09481 0.1 0.0 0.1 0.2340
H -3.94312 -1.08777 -1.21561 0.0 0.0 0.0 0.1655
H -3.63006 0.34951 -0.23889 -0.1 0.0 0.1 0.1888
H -2.50281 0.44581 -2.42119 0.0 -0.1 0.1 0.1753
H -1.59450 -1.00599 -2.03485 0.0 -0.1 0.0 0.1653
```
Positions in Å, forces in eV/Å.



Record 6
Formula: C34H52O24
Source: the Open Molecules 2025 dataset
Level of theory: the ωB97M-V functional and the def2-TZVPD basis

Results
E_LUMO = 0.1 eV
Maximum force = 0.0202 Eh/bohr
HOMO energy = -9.90 eV
Frontier orbital gap = 9.99 eV
Energy relative to the best compared isomer or geometry (same formula, charge and spin) = 0.000 eV

```
110
Properties=species:S:1:pos:R:3:forces:R:3:lowdin_charge:R:1
C -4.24539 -3.11152 -5.40942 0.1 -0.1 0.0 -0.1036
C -3.40173 -2.52250 -4.26568 0.1 0.0 0.0 -0.2551
C -3.95662 -1.20442 -3.68018 -0.1 0.1 -0.1 -0.1822
C -4.44256 -1.25156 -2.21074 0.0 0.0 -0.1 -0.1751
C -3.68394 -0.35644 -1.21426 0.0 0.1 -0.2 -0.1055
C -2.14463 -0.57619 -1.01337 -0.2 -0.1 -0.2 -0.3198
C -1.34580 0.48313 -1.79052 0.1 -0.1 0.0 -0.0977
C 0.13612 0.16436 -2.04165 -0.1 -0.1 0.0 -0.1778
C 0.39348 -0.48123 -3.40994 0.0 0.1 0.2 -0.1575
C 0.13882 0.49675 -4.56606 -0.1 0.1 0.0 -0.2409
O -1.05151 0.20881 -5.30990 -0.1 0.0 0.2 -0.0773
C -1.72019 -2.04443 -1.16954 0.4 0.1 0.2 -0.0752
C -2.34887 -2.68480 0.06198 -0.2 -0.2 0.0 -0.1187
O -2.25355 -1.65715 1.07683 0.1 -0.5 -0.1 0.0152
C -1.91811 -0.47795 0.48739 -0.2 -0.3 -0.2 -0.4498
O -1.52821 0.42919 1.14607 0.2 0.9 0.4 0.1651
H -4.26016 -4.20539 -5.37250 0.0 0.1 0.0 0.0655
H -3.84148 -2.83592 -6.38716 -0.1 0.1 0.1 0.0712
H -5.28133 -2.76655 -5.35758 0.1 -0.1 0.0 0.0666
H -2.38339 -2.34939 -4.63191 -0.1 0.0 0.1 0.0918
H -3.31070 -3.26808 -3.46731 -0.1 0.1 -0.1 0.0855
H -3.21181 -0.41519 -3.79639 0.0 -0.1 0.0 0.0766
H -4.80086 -0.89703 -4.30689 0.1 0.0 0.1 0.1044
H -4.47715 -2.29270 -1.87032 0.1 0.1 0.0 0.0960
H -5.48137 -0.90411 -2.17896 0.1 -0.1 0.1 0.1095
H -3.80547 0.67771 -1.55769 0.0 -0.1 0.1 0.1275
H -4.19599 -0.40715 -0.24562 0.0 -0.1 -0.1 0.1226
H -1.43414 1.42784 -1.24283 -0.1 -0.1 0.0 0.1308
H -1.85652 0.62950 -2.74535 0.1 0.1 0.0 0.0950
H 0.73064 1.08166 -1.98098 -0.1 -0.1 0.0 0.0967
H 0.52552 -0.47805 -1.25082 0.0 0.1 0.0 0.0783
H -0.23450 -1.36918 -3.54842 0.1 0.1 -0.1 0.1033
H 1.44003 -0.80563 -3.44089 -0.1 0.0 0.0 0.1116
H 0.07056 1.50938 -4.15084 0.2 0.0 -0.2 0.1143
H 0.97409 0.46703 -5.27182 -0.1 0.1 0.0 0.1122
H -1.70793 0.88888 -5.12364 0.1 0.0 -0.1 0.0752
H -0.63925 -2.09011 -0.98520 -0.1 0.0 -0.2 0.1182
H -1.89033 -2.52143 -2.13096 -0.4 0.0 0.1 0.1067
H -1.79208 -3.55862 0.40870 -0.1 0.1 0.1 0.1265
H -3.39964 -2.96997 -0.04490 0.1 0.1 -0.1 0.1191
C 0.48805 1.97635 3.30704 -0.1 -0.2 0.0 -0.1157
C -0.76083 1.99509 4.15925 -0.1 -0.1 0.0 -0.0935
O -0.24681 2.42499 5.43280 0.0 0.0 0.0 0.0650
C 0.89835 3.10782 5.22830 0.0 0.1 0.0 -0.5768
O 1.47263 3.74294 6.05377 0.0 0.0 0.0 0.1570
O 1.30281 2.97768 3.94229 0.0 0.0 -0.1 0.0409
H 0.31278 2.22806 2.26815 0.0 0.1 -0.1 0.1136
H 1.00651 1.01901 3.36232 0.0 0.0 0.0 0.1261
H -1.49905 2.72282 3.81857 0.0 0.0 0.0 0.1370
H -1.23186 1.02336 4.26209 0.1 0.0 0.1 0.1082
C 2.40957 3.43120 0.95635 0.0 0.2 0.0 -0.1055
C 3.68469 4.13658 0.53513 0.0 -0.1 0.0 -0.0858
O 3.83341 3.69268 -0.82654 0.0 0.0 0.0 0.0340
C 2.61534 3.32936 -1.29398 0.1 0.0 0.1 -0.5675
O 2.38929 3.08216 -2.44038 0.0 0.0 0.0 0.1366
O 1.71914 3.29988 -0.30110 -0.1 0.0 0.0 0.0722
H 1.80273 4.00891 1.64626 0.0 0.0 -0.1 0.1282
H 2.58020 2.43572 1.35912 0.0 0.0 0.0 0.1100
H 3.58621 5.22264 0.53605 0.0 0.0 0.0 0.1358
H 4.56131 3.85039 1.10988 0.0 -0.1 -0.1 0.1347
C -3.98332 -1.40176 4.29964 -0.1 0.0 -0.1 -0.0894
C -3.84763 -2.84827 4.73875 -0.1 0.1 -0.1 -0.1013
O -2.48697 -3.13865 4.36807 0.0 -0.1 0.0 0.0576
C -1.80346 -1.98118 4.31390 0.1 -0.1 -0.2 -0.5793
O -0.61788 -1.90108 4.19280 0.0 0.0 0.1 0.1420
O -2.63359 -0.93203 4.41463 0.0 0.2 0.0 0.0512
H -4.62954 -0.80387 4.93528 0.1 0.0 0.1 0.1355
H -4.29103 -1.30150 3.25782 0.0 0.0 0.0 0.1283
H -3.95689 -2.97898 5.81348 0.0 0.0 0.0 0.1205
H -4.51108 -3.53638 4.22409 0.0 0.0 0.0 0.1367
C -1.45899 -6.79679 6.35775 0.1 0.0 0.0 -0.1057
C -1.24921 -5.59116 7.25849 0.0 -0.1 0.0 -0.1022
O -2.46012 -4.85558 7.05621 0.0 0.0 0.1 0.0475
C -3.41692 -5.70162 6.61555 0.0 0.1 0.0 -0.5781
O -4.56202 -5.40496 6.49020 0.0 -0.1 0.0 0.1568
O -2.88771 -6.90903 6.32985 0.0 0.0 0.0 0.0661
H -1.03149 -7.71788 6.74260 -0.1 0.0 0.0 0.1315
H -1.10657 -6.62018 5.34068 0.0 0.0 0.0 0.1326
H -1.18209 -5.86606 8.31196 0.0 0.0 0.0 0.1331
H -0.40043 -4.97217 6.98282 0.0 0.0 -0.1 0.1337
C 8.18255 3.32962 -2.12219 0.0 -0.1 0.0 -0.1118
C 6.95865 3.43821 -1.23065 0.0 0.0 -0.1 -0.1221
O 7.52674 3.90953 -0.00229 -0.1 0.0 0.0 0.0525
C 8.69646 4.53489 -0.27576 0.0 0.0 0.0 -0.5729
O 9.32171 5.17585 0.50237 0.0 0.0 0.0 0.1692
O 9.04995 4.32228 -1.56598 0.0 0.0 0.0 0.0580
H 7.98896 3.55934 -3.16607 0.0 0.1 0.0 0.1313
H 8.67117 2.35683 -2.04453 0.0 0.0 0.0 0.1315
H 6.24009 4.17226 -1.59177 0.0 0.0 0.0 0.1241
H 6.44892 2.49489 -1.05855 0.0 0.0 0.1 0.1316
C 1.41213 5.01992 -5.06799 0.1 -0.1 0.0 -0.1078
C 1.21901 4.50889 -6.48634 0.1 0.0 0.0 -0.1092
O -0.09745 3.94940 -6.42787 0.0 0.0 -0.1 0.0516
C -0.76936 4.53038 -5.40760 0.0 -0.1 0.1 -0.5825
O -1.92740 4.37537 -5.18666 0.0 0.0 0.0 0.1557
O 0.06342 5.29213 -4.66765 -0.1 0.1 0.0 0.0620
H 1.99802 5.93258 -5.00484 -0.1 0.1 0.0 0.1317
H 1.82853 4.26650 -4.39723 0.0 0.0 0.0 0.1051
H 1.22337 5.31225 -7.22495 0.0 0.0 0.0 0.1298
H 1.92626 3.73749 -6.77765 0.0 -0.1 0.0 0.1306
C 2.42932 -2.98055 1.43110 0.0 0.0 0.1 -0.0992
C 2.38859 -2.27318 2.77522 0.0 -0.1 0.0 -0.0940
O 2.54927 -0.89897 2.38694 0.0 0.1 0.0 0.0604
C 2.14071 -0.75924 1.11112 -0.2 0.0 0.2 -0.5570
O 1.96291 0.28373 0.56517 0.2 0.0 0.0 0.1582
O 1.93936 -1.96802 0.54065 0.0 0.0 -0.1 0.0526
H 1.78644 -3.85416 1.37200 -0.1 0.0 0.0 0.1313
H 3.44287 -3.24552 1.12592 0.0 0.0 0.0 0.1310
H 1.43053 -2.37921 3.28020 -0.1 0.0 0.0 0.1033
H 3.19663 -2.55355 3.44518 0.1 0.1 0.0 0.1340
```
Positions in Å, forces in eV/Å.